# C40H40BrN6O2Rb

A molecular structure, C40H40BrN6O2Rb (wB97M-V/def2-TZVPD, the OMol25 dataset).

Results
Total energy ... -4625.37532 hartree
Kohn-Sham gap ... 6.0 eV
Energy above the lowest of the compared OMol25 structures with the same formula, charge and spin ... 0.00 kcal/mol
HOMO energy ... -6.56 eV

The geometry in ORCA input format:
```
! wB97M-V def2-TZVPD RIJCOSX def2/J DEFGRID3
* xyz 0 1
Rb 0.148 -0.466 -0.028
C 5.233 3.326 0.202
C 5.162 4.423 -0.822
C 5.895 5.592 -0.632
C 5.920 6.608 -1.571
C 5.194 6.471 -2.745
C 4.430 5.335 -2.944
C 4.400 4.315 -1.994
N 3.613 3.175 -2.267
C 2.615 2.638 -1.454
N 2.210 3.512 -0.498
C 1.338 3.421 0.638
C 0.892 2.196 1.138
C 0.003 2.329 2.218
C -0.368 3.541 2.782
C 0.138 4.718 2.254
C 0.995 4.682 1.165
C 1.518 5.975 0.591
N 2.118 1.467 -1.663
C 2.683 0.665 -2.664
C 4.019 0.249 -2.626
C 4.555 -0.537 -3.633
C 3.757 -0.943 -4.693
C 2.416 -0.586 -4.706
C 1.860 0.207 -3.708
C 0.405 0.576 -3.729
H 6.215 3.321 0.676
H 5.069 2.348 -0.251
H 4.479 3.443 0.983
H 6.482 5.686 0.274
H 6.510 7.497 -1.392
H 5.207 7.250 -3.495
H 3.828 5.228 -3.837
H 3.704 2.757 -3.177
H 2.573 4.436 -0.655
H -0.415 1.427 2.670
H -1.046 3.578 3.627
H -0.132 5.676 2.684
H 1.140 6.822 1.162
H 1.211 6.120 -0.450
H 2.612 6.036 0.615
H 4.640 0.571 -1.799
H 5.595 -0.833 -3.584
H 4.166 -1.553 -5.488
H 1.778 -0.927 -5.513
H -0.145 -0.049 -4.431
H 0.255 1.623 -4.003
H -0.028 0.471 -2.734
Br 3.994 -5.998 -4.275
C 2.830 -5.283 -2.965
C 2.675 -3.909 -2.874
C 1.812 -3.392 -1.924
C 1.139 -4.238 -1.050
C 1.286 -5.617 -1.171
C 2.134 -6.144 -2.132
N 0.304 -3.622 -0.085
C 0.101 -4.183 1.032
C -0.755 -3.544 2.067
C -0.999 -4.200 3.265
C -1.763 -3.559 4.230
C -2.241 -2.289 3.966
C -1.942 -1.714 2.735
N -1.225 -2.321 1.801
H 3.209 -3.247 -3.538
H 1.653 -2.322 -1.856
H 0.722 -6.289 -0.538
H 2.248 -7.213 -2.236
H 0.561 -5.135 1.317
H -0.590 -5.186 3.439
H -1.966 -4.043 5.176
H -2.824 -1.741 4.693
H -2.283 -0.711 2.498
O -2.269 -0.993 -1.259
C -3.317 -0.233 -1.830
C -2.822 1.174 -2.080
C -3.369 1.936 -3.106
C -2.922 3.236 -3.275
C -1.944 3.723 -2.423
C -1.449 2.882 -1.437
N -1.878 1.633 -1.268
H -2.618 -1.769 -0.812
H -4.176 -0.191 -1.150
H -3.654 -0.674 -2.774
H -4.122 1.514 -3.760
H -3.326 3.855 -4.065
H -1.563 4.730 -2.518
H -0.677 3.206 -0.749
O 2.494 -0.068 0.976
H 1.896 0.794 1.002
H 3.243 0.214 0.443
*
```



# C40H40BrN9O3PbS3

A molecular structure, C40H40BrN9O3PbS3 (wB97M-V/def2-TZVPD, the OMol25 dataset).

Results
Total energy ... -6227.73122 hartree
Kohn-Sham gap ... 6.0 eV
Energy above the lowest of the compared OMol25 structures with the same formula, charge and spin ... 0.00 kcal/mol
HOMO energy ... -12.62 eV

The geometry in ORCA input format:
```
! wB97M-V def2-TZVPD RIJCOSX def2/J DEFGRID3
* xyz 2 1
Pb -0.135 0.062 -0.180
Br 2.226 1.240 -2.862
C 2.740 2.035 -1.234
C 3.588 3.138 -1.272
C 4.020 3.663 -0.072
C 3.601 3.074 1.114
C 2.747 1.988 1.042
N 2.306 1.472 -0.121
C 2.264 1.405 2.328
O 2.190 1.989 3.364
O 1.882 0.083 2.213
H 3.890 3.551 -2.223
H 4.679 4.520 -0.059
H 3.914 3.446 2.079
C 5.749 -2.095 -3.732
C 4.734 -3.242 -3.581
C 5.402 -4.424 -2.859
C 4.297 -3.705 -4.973
C 3.572 -2.727 -2.752
C 3.742 -2.451 -1.392
C 2.689 -1.934 -0.671
N 1.488 -1.693 -1.191
C 1.289 -1.970 -2.486
C 2.312 -2.475 -3.282
C -0.065 -1.680 -3.028
C -0.497 -2.214 -4.229
C -1.766 -1.920 -4.740
C -2.551 -1.054 -3.987
C -2.069 -0.573 -2.784
N -0.869 -0.881 -2.299
C -2.211 -2.520 -6.060
C -2.009 -4.043 -6.031
C -3.684 -2.227 -6.352
C -1.346 -1.890 -7.165
H 6.579 -2.422 -4.358
H 6.151 -1.790 -2.765
H 5.285 -1.227 -4.203
H 6.179 -4.846 -3.496
H 4.674 -5.209 -2.643
H 5.872 -4.118 -1.925
H 5.165 -4.077 -5.515
H 3.877 -2.883 -5.554
H 3.568 -4.515 -4.910
H 4.692 -2.617 -0.903
H 2.804 -1.689 0.378
H 2.135 -2.642 -4.333
H 0.149 -2.885 -4.775
H -3.527 -0.737 -4.319
H -2.663 0.108 -2.186
H -2.542 -4.486 -5.188
H -0.958 -4.321 -5.962
H -2.406 -4.479 -6.947
H -4.332 -2.637 -5.576
H -3.961 -2.691 -7.298
H -3.867 -1.156 -6.444
H -0.288 -2.120 -7.027
H -1.465 -0.806 -7.169
H -1.654 -2.273 -8.138
C -1.023 3.412 1.822
C -2.042 2.330 1.896
N -1.876 1.104 1.496
C -2.999 0.331 1.703
C -4.032 0.996 2.291
S -3.602 2.622 2.583
C -2.992 -1.078 1.305
C -4.027 -1.953 1.437
S -3.578 -3.504 0.876
C -2.007 -2.907 0.489
N -1.851 -1.641 0.759
C -0.968 -3.804 -0.092
H -0.268 3.176 1.073
H -0.539 3.546 2.792
H -1.498 4.356 1.558
H -5.006 0.621 2.559
H -5.010 -1.767 1.834
H -1.005 -4.785 0.380
H 0.021 -3.366 0.022
H -1.150 -3.949 -1.159
O -1.109 1.948 -1.291
N -0.399 2.869 -1.848
C -0.750 3.283 -3.021
C 0.058 4.288 -3.635
N 0.729 5.066 -4.151
C -1.828 2.706 -3.771
N -2.675 2.147 -4.311
S 1.073 -0.506 3.552
C 1.827 -2.075 3.657
N 1.035 -3.034 4.192
C 1.460 -4.294 4.417
C 2.732 -4.658 4.075
C 3.581 -3.696 3.516
C 3.129 -2.404 3.314
H 0.093 -2.774 4.467
H 0.748 -4.972 4.865
H 3.072 -5.669 4.239
H 4.600 -3.963 3.270
H 3.787 -1.646 2.917
*
```



# C40H40IrN7S4Sb

A molecular structure, C40H40IrN7S4Sb (wB97M-V/def2-TZVPD, the OMol25 dataset).

Results
Total energy ... -3867.62064 hartree
Kohn-Sham gap (spin up / spin down) ... 8.0 / 5.6 eV
Energy above the lowest of the compared OMol25 structures with the same formula, charge and spin ... 10.00 kcal/mol
HOMO energy (spin up / spin down) ... -18.01 / -18.01 eV

The geometry in ORCA input format:
```
! wB97M-V def2-TZVPD RIJCOSX def2/J DEFGRID3
* xyz 4 2
Ir -0.383 0.248 -0.065
N -1.223 1.002 3.899
C -0.139 0.224 4.216
C 0.395 -0.195 3.035
N -0.363 0.316 2.006
C -1.321 1.048 2.565
C -2.217 1.687 1.637
N -1.932 1.494 0.351
C -2.924 2.107 -0.382
C -3.799 2.683 0.486
N -3.340 2.403 1.750
H -1.795 1.500 4.567
H 0.160 0.048 5.235
H 1.272 -0.791 2.865
H -2.935 2.110 -1.457
H -4.690 3.263 0.315
H -3.774 2.716 2.607
N -1.863 -0.982 -3.715
C -0.899 -0.196 -4.337
C -0.607 0.014 -5.682
C 0.450 0.856 -5.954
C 1.191 1.466 -4.924
C 0.892 1.258 -3.594
C -0.180 0.413 -3.305
N -0.732 -0.002 -2.095
C -1.717 -0.843 -2.392
C -2.422 -1.512 -1.314
C -3.475 -2.371 -1.306
S -3.836 -2.841 0.292
C -2.573 -1.875 0.876
N -1.913 -1.238 -0.058
H -2.536 -1.571 -4.184
H -1.176 -0.455 -6.474
H 0.717 1.054 -6.983
H 2.007 2.124 -5.190
H 1.460 1.750 -2.811
H -4.055 -2.746 -2.136
H -2.335 -1.803 1.928
C 5.568 -2.137 0.172
C 5.687 -0.821 -0.584
S 3.996 -0.185 -0.786
C 3.309 -1.113 -2.173
C 2.139 -2.051 -1.878
S 0.983 -1.756 -0.504
C 1.564 -2.861 0.838
C 3.036 -3.237 0.948
S 4.159 -1.867 1.307
H 6.458 -2.403 0.740
H 5.313 -2.963 -0.490
H 6.196 -0.905 -1.543
H 6.192 -0.051 0.001
H 4.104 -1.672 -2.667
H 2.984 -0.335 -2.864
H 2.486 -3.069 -1.708
H 1.513 -2.101 -2.769
H 1.024 -3.791 0.656
H 1.168 -2.453 1.766
H 3.389 -3.765 0.065
H 3.123 -3.936 1.784
C 5.648 3.615 -0.762
C 4.717 3.734 -1.783
C 3.384 3.408 -1.552
C 2.993 2.939 -0.302
C 3.928 2.822 0.726
C 5.252 3.166 0.494
Sb 0.938 2.577 0.001
C 0.513 3.482 1.869
C -0.500 4.440 1.930
C -0.793 5.069 3.134
C -0.071 4.753 4.280
C 0.939 3.802 4.223
C 1.225 3.161 3.024
C 0.108 3.992 -1.310
C 0.488 5.319 -1.093
C 0.022 6.317 -1.937
C -0.811 5.995 -3.002
C -1.175 4.675 -3.228
C -0.715 3.673 -2.384
H 6.678 3.898 -0.935
H 5.018 4.109 -2.752
H 2.659 3.559 -2.345
H 3.645 2.481 1.712
H 5.972 3.110 1.302
H -1.042 4.727 1.035
H -1.558 5.833 3.170
H -0.277 5.270 5.209
H 1.518 3.574 5.109
H 2.016 2.424 3.008
H 1.148 5.585 -0.275
H 0.314 7.344 -1.766
H -1.170 6.774 -3.660
H -1.809 4.425 -4.070
H -0.990 2.646 -2.586
*
```



# C40H40O2

7 unconnected molecules or ions with the total composition C40H40O2 (wB97M-V/def2-TZVPD, the OMol25 dataset).

Results
Total energy ... -1698.50888 hartree
Kohn-Sham gap ... 9.4 eV
HOMO energy ... -9.07 eV

The geometry in ORCA input format:
```
! wB97M-V def2-TZVPD RIJCOSX def2/J DEFGRID3
* xyz 0 1
C -2.064 -1.146 4.256
C -1.462 -2.177 3.680
C -0.595 -3.221 2.827
O 0.808 -3.319 3.209
C 1.227 -2.243 4.066
O 2.141 -1.461 3.607
H -2.752 -0.247 4.514
H -1.059 -4.275 3.026
H -0.687 -3.063 1.676
H 0.860 -2.053 5.143
C 0.122 0.215 -1.899
C -0.784 -0.230 -0.941
C -0.326 -0.685 0.294
C 1.039 -0.698 0.568
C 1.946 -0.261 -0.394
C 1.488 0.197 -1.627
H -0.236 0.576 -2.858
H -1.848 -0.223 -1.155
H -1.034 -1.029 1.042
H 1.397 -1.050 1.532
H 3.011 -0.276 -0.183
H 2.195 0.540 -2.376
C 4.137 -4.223 -1.277
C 5.352 -4.724 -0.818
C 5.656 -4.682 0.540
C 4.745 -4.134 1.440
C 3.534 -3.624 0.980
C 3.229 -3.670 -0.377
H 3.898 -4.262 -2.335
H 6.064 -5.149 -1.520
H 6.602 -5.075 0.898
H 4.980 -4.103 2.499
H 2.826 -3.192 1.681
H 2.283 -3.275 -0.735
C -6.904 1.389 -0.535
C -6.476 2.233 -1.557
C -5.122 2.523 -1.700
C -4.195 1.972 -0.819
C -4.624 1.136 0.208
C -5.977 0.843 0.350
H -7.959 1.158 -0.427
H -7.199 2.664 -2.242
H -4.789 3.178 -2.499
H -3.139 2.196 -0.932
H -3.901 0.711 0.899
H -6.311 0.189 1.149
C 3.962 -6.252 6.538
C 4.389 -5.408 5.516
C 5.743 -5.117 5.372
C 6.670 -5.668 6.254
C 6.242 -6.504 7.281
C 4.889 -6.798 7.422
H 2.907 -6.483 6.645
H 3.666 -4.977 4.830
H 6.077 -4.462 4.574
H 7.726 -5.444 6.140
H 6.964 -6.928 7.972
H 4.555 -7.452 8.222
C -6.325 7.273 -2.614
C -5.575 8.303 -3.175
C -4.185 8.271 -3.104
C -3.544 7.211 -2.468
C -4.294 6.186 -1.898
C -5.684 6.215 -1.973
H -7.408 7.294 -2.675
H -6.074 9.130 -3.670
H -3.600 9.073 -3.545
H -2.460 7.186 -2.415
H -3.795 5.362 -1.397
H -6.269 5.415 -1.531
C 1.448 3.044 -6.500
C 1.622 2.802 -5.140
C 0.616 3.138 -4.239
C -0.563 3.722 -4.697
C -0.733 3.972 -6.056
C 0.272 3.632 -6.958
H 2.230 2.776 -7.204
H 2.542 2.350 -4.783
H 0.750 2.946 -3.179
H -1.348 3.982 -3.994
H -1.649 4.432 -6.412
H 0.138 3.826 -8.017
*
```



Maximum force across the listed records, respectively: 0.7; 0.9; 0.5; 7.0 eV/A.